Computed, not measured: a 4-piece molecular cluster, C43H87BFN3O6 overall, with ωB97M-V/def2-TZVPD.

Its net charge is -1. For the orbital gap (spin up / spin down), the calculation gives 6.96 / 6.70 eV. Its spin multiplicity is 4. The HOMO energy (spin up / spin down) is -4.944 / -4.944 eV. The expectation value of S² is 3.762.

Bonds (Å) are listed after each position.
Atoms and positions in Å:
1 C 4.837 1.742 -1.309  C2 1.506, H22 1.090, H23 1.079, H24 1.087
2 C 5.717 2.218 -2.435  C1 1.506, O3 1.178, O4 1.345
3 O 5.911 3.364 -2.622  C2 1.178
4 O 6.279 1.228 -3.151  C2 1.345, C5 1.438
5 C 6.324 1.451 -4.571  O4 1.438, C6 1.523, H25 1.086, H26 1.088
6 C 5.640 0.328 -5.339  C5 1.523, C7 1.531, H27 1.093, H28 1.086
7 C 4.139 0.547 -5.539  C6 1.531, C8 1.540, H29 1.087, H30 1.092
8 C 3.244 0.067 -4.382  C7 1.540, C9 1.516, H31 1.083, H32 1.085
9 C 3.547 -1.328 -3.871  C8 1.516, C10 1.535, H33 1.092, H34 1.093
10 C 2.673 -1.744 -2.680  C9 1.535, C11 1.526, H35 1.098, H36 1.084
11 C 1.301 -2.295 -3.057  C10 1.526, C12 1.554, H37 1.096, H38 1.091
12 C 0.297 -1.273 -3.656  C11 1.554, B13 1.662, H39 1.099, H40 1.094
13 B 0.091 0.139 -2.803  C12 1.662, C14 1.681, C18 1.648, H41 1.221
14 C -0.225 1.333 -3.944  B13 1.681, C15 1.544, H42 1.100, H43 1.094
15 C -1.718 1.695 -4.100  C14 1.544, C16 1.517, H44 1.088, H45 1.086
16 C -1.831 2.665 -5.261  C15 1.517, F17 1.401, H46 1.089, H47 1.088
17 F -3.130 2.742 -5.781  C16 1.401
18 C -1.154 -0.105 -1.751  B13 1.648, C19 1.545, H48 1.096, H49 1.093
19 C -1.465 1.011 -0.729  C18 1.545, C20 1.516, O21 1.461, H50 1.093
20 C -0.459 2.144 -0.669  C19 1.516, H51 1.083, H52 1.085, H53 1.100
21 O -1.596 0.418 0.599  C19 1.461, H54 0.965
22 H 5.430 1.062 -0.697  C1 1.090
23 H 4.455 2.587 -0.758  C1 1.079
24 H 3.993 1.166 -1.679  C1 1.087
25 H 5.887 2.398 -4.875  C5 1.086
26 H 7.368 1.464 -4.876  C5 1.088
27 H 6.101 0.346 -6.330  C6 1.093
28 H 5.896 -0.636 -4.907  C6 1.086
29 H 3.787 0.124 -6.476  C7 1.087
30 H 3.992 1.626 -5.628  C7 1.092
31 H 3.230 0.804 -3.589  C8 1.083
32 H 2.231 0.056 -4.770  C8 1.085
33 H 4.572 -1.358 -3.495  C9 1.092
34 H 3.484 -2.099 -4.643  C9 1.093
35 H 3.218 -2.571 -2.207  C10 1.098
36 H 2.631 -0.965 -1.927  C10 1.084
37 H 1.477 -3.077 -3.805  C11 1.096
38 H 0.825 -2.743 -2.184  C11 1.091
39 H -0.679 -1.779 -3.641  C12 1.099
40 H 0.508 -1.110 -4.718  C12 1.094
41 H 1.117 0.487 -2.239  B13 1.221
42 H 0.281 2.255 -3.621  C14 1.100
43 H 0.209 1.096 -4.920  C14 1.094
44 H -2.001 2.261 -3.215  C15 1.088
45 H -2.328 0.810 -4.257  C15 1.086
46 H -1.509 3.659 -4.953  C16 1.089
47 H -1.157 2.364 -6.060  C16 1.088
48 H -0.877 -0.980 -1.152  C18 1.096
49 H -2.054 -0.412 -2.289  C18 1.093
50 H -2.459 1.398 -0.968  C19 1.093
51 H 0.560 1.815 -0.505  C20 1.083
52 H -0.582 2.770 -1.546  C20 1.085
53 H -0.729 2.776 0.189  C20 1.100
54 H -1.005 0.930 1.165  O21 0.965
55 C -0.281 -0.015 4.183  C56 1.540, H66 1.092, H67 1.090, H68 1.087
56 C -0.418 -1.476 3.716  C55 1.540, C57 1.529, N61 1.496, C65 1.529
57 C -1.845 -1.740 3.234  C56 1.529, C58 1.527, H69 1.095, H70 1.091
58 C -2.852 -1.855 4.376  C57 1.527, C59 1.528, H71 1.094, H72 1.092
59 C -2.399 -2.908 5.386  C58 1.528, C60 1.532, H73 1.094, H74 1.095
60 C -0.982 -2.658 5.912  C59 1.532, N61 1.493, C63 1.545, C64 1.529
61 N -0.008 -2.415 4.807  C56 1.496, C60 1.493, O62 1.290
62 O 0.300 -3.551 4.279  N61 1.290
63 C -1.011 -1.468 6.896  C60 1.545, H75 1.092, H76 1.091, H77 1.088
64 C -0.546 -3.847 6.769  C60 1.529, H78 1.089, H79 1.090, H80 1.092
65 C 0.524 -1.555 2.514  C56 1.529, H81 1.093, H82 1.088, H83 1.088
66 H 0.752 0.207 4.461  C55 1.092
67 H -0.559 0.667 3.379  C55 1.090
68 H -0.915 0.254 5.024  C55 1.087
69 H -1.872 -2.669 2.656  C57 1.095
70 H -2.156 -0.951 2.549  C57 1.091
71 H -2.987 -0.884 4.863  C58 1.094
72 H -3.830 -2.130 3.974  C58 1.092
73 H -3.100 -2.938 6.226  C59 1.094
74 H -2.447 -3.893 4.910  C59 1.095
75 H -0.004 -1.095 7.092  C63 1.092
76 H -1.436 -1.776 7.852  C63 1.091
77 H -1.632 -0.639 6.562  C63 1.088
78 H -0.588 -4.790 6.227  C64 1.089
79 H -1.206 -3.945 7.631  C64 1.090
80 H 0.472 -3.708 7.140  C64 1.092
81 H 1.563 -1.405 2.816  C65 1.093
82 H 0.272 -0.780 1.792  C65 1.088
83 H 0.458 -2.504 1.986  C65 1.088
84 C 4.949 3.416 4.251  C85 1.541, H95 1.091, H96 1.091, H97 1.086
85 C 4.099 4.694 4.115  C84 1.541, C86 1.531, N90 1.492, C94 1.529
86 C 4.536 5.728 5.156  C85 1.531, C87 1.528, H98 1.095, H99 1.092
87 C 4.070 5.389 6.572  C86 1.528, C88 1.528, H100 1.094, H101 1.093
88 C 2.557 5.175 6.596  C87 1.528, C89 1.531, H102 1.093, H103 1.095
89 C 2.087 4.127 5.584  C88 1.531, N90 1.493, C92 1.544, C93 1.529
90 N 2.647 4.373 4.222  C85 1.492, C89 1.493, O91 1.290
91 O 1.976 5.329 3.672  N90 1.290
92 C 2.472 2.722 6.096  C89 1.544, H104 1.091, H105 1.091, H106 1.088
93 C 0.559 4.110 5.550  C89 1.529, H107 1.089, H108 1.090, H109 1.092
94 C 4.455 5.219 2.723  C85 1.529, H110 1.091, H111 1.090, H112 1.089
95 H 4.694 2.698 3.470  C84 1.091
96 H 6.008 3.657 4.146  C84 1.091
97 H 4.854 2.911 5.208  C84 1.086
98 H 4.136 6.712 4.888  C86 1.095
99 H 5.623 5.827 5.143  C86 1.092
100 H 4.594 4.504 6.942  C87 1.094
101 H 4.335 6.204 7.250  C87 1.093
102 H 2.245 4.878 7.601  C88 1.093
103 H 2.066 6.132 6.392  C88 1.095
104 H 2.390 1.978 5.302  C92 1.091
105 H 1.805 2.408 6.900  C92 1.091
106 H 3.470 2.667 6.525  C92 1.088
107 H 0.135 5.084 5.311  C93 1.089
108 H 0.169 3.825 6.528  C93 1.090
109 H 0.192 3.386 4.819  C93 1.092
110 H 4.128 4.527 1.946  C94 1.091
111 H 5.537 5.329 2.637  C94 1.090
112 H 4.016 6.195 2.519  C94 1.089
113 C -6.398 -1.709 -4.326  C114 1.541, H124 1.091, H125 1.091, H126 1.087
114 C -5.415 -2.745 -4.907  C113 1.541, C115 1.531, N119 1.494, C123 1.531
115 C -6.189 -3.865 -5.607  C114 1.531, C116 1.527, H127 1.095, H128 1.092
116 C -6.867 -4.829 -4.635  C115 1.527, C117 1.526, H129 1.094, H130 1.093
117 C -5.848 -5.389 -3.646  C116 1.526, C118 1.531, H131 1.093, H132 1.095
118 C -5.071 -4.298 -2.906  C117 1.531, N119 1.493, C121 1.545, C122 1.529
119 N -4.514 -3.274 -3.838  C114 1.494, C118 1.493, O120 1.289
120 O -3.467 -3.774 -4.400  N119 1.289
121 C -5.992 -3.643 -1.853  C118 1.545, H133 1.091, H134 1.091, H135 1.089
122 C -3.956 -4.944 -2.083  C118 1.529, H136 1.089, H137 1.091, H138 1.091
123 C -4.642 -1.946 -5.959  C114 1.531, H139 1.091, H140 1.091, H141 1.089
124 H -5.857 -0.871 -3.885  C113 1.091
125 H -7.034 -1.313 -5.119  C113 1.091
126 H -7.074 -2.102 -3.571  C113 1.087
127 H -5.508 -4.439 -6.245  C115 1.095
128 H -6.939 -3.433 -6.273  C115 1.092
129 H -7.683 -4.325 -4.109  C116 1.094
130 H -7.326 -5.649 -5.192  C116 1.093
131 H -6.355 -6.032 -2.922  C117 1.093
132 H -5.150 -6.032 -4.192  C117 1.095
133 H -5.567 -2.706 -1.489  C121 1.091
134 H -6.112 -4.301 -0.992  C121 1.091
135 H -7.003 -3.454 -2.211  C121 1.089
136 H -3.282 -5.544 -2.692  C122 1.089
137 H -4.387 -5.610 -1.334  C122 1.091
138 H -3.367 -4.187 -1.561  C122 1.091
139 H -4.052 -1.154 -5.496  C123 1.091
140 H -5.339 -1.477 -6.655  C123 1.091
141 H -3.973 -2.568 -6.553  C123 1.089

Löwdin population analysis, charges in e, atoms 1 to 4: number 1, C, carries 0.036; number 2, C, carries -0.568; number 3, O, carries 0.126; number 4, O, carries 0.002